(1)
# C32H81O9PSi2

A 7-piece molecular cluster, C32H81O9PSi2 overall at a distorted geometry (ωB97M-V/def2-TZVPD, the Open Molecules 2025 dataset).

Structure (ORCA input):
```
! RIJCOSX wB97M-V def2-TZVPD def2/J DEFGRID3
* xyz 0 1
C 0.116 -0.426 0.041
Si 0.717 1.278 0.599
C 1.943 1.075 1.990
C 1.462 2.090 -0.920
O -0.639 2.116 1.109
C -1.563 2.505 0.099
C -2.848 2.995 0.781
Si -4.419 2.154 0.208
C -4.327 0.279 0.163
C -3.673 -0.269 -1.130
C -3.838 0.490 -2.411
O -4.500 -0.804 -2.088
P -5.978 2.629 1.778
O -5.461 2.208 3.114
H -0.513 -0.281 -0.836
H 0.952 -1.048 -0.270
H -0.434 -0.877 0.863
H 2.925 1.450 1.716
H 1.601 1.542 2.911
H 2.057 0.017 2.224
H 1.764 3.107 -0.684
H 2.280 1.485 -1.303
H 0.700 2.133 -1.695
H -1.739 1.705 -0.623
H -1.126 3.352 -0.431
H -2.767 2.881 1.860
H -2.978 4.059 0.586
H -4.898 2.785 -1.039
H -3.660 -0.100 0.935
H -5.306 -0.194 0.202
H -2.706 -0.749 -1.000
H -3.064 0.338 -3.150
H -4.744 1.031 -2.617
H -7.096 1.821 1.446
H -6.357 3.992 1.724
C 5.588 -2.180 1.295
C 5.685 -0.840 2.001
O 5.171 -0.857 3.320
C 5.803 -1.742 4.224
C 7.283 -1.465 4.432
H 4.548 -2.514 1.286
H 5.945 -2.100 0.267
H 6.180 -2.950 1.791
H 5.082 -0.113 1.454
H 6.715 -0.463 1.994
H 5.644 -2.782 3.915
H 5.276 -1.613 5.171
H 7.857 -1.599 3.515
H 7.689 -2.147 5.181
H 7.435 -0.441 4.774
C -7.843 -4.286 2.383
C -8.396 -3.403 3.489
O -7.469 -3.116 4.516
C -6.292 -2.433 4.119
C -6.544 -1.076 3.485
H -7.469 -5.224 2.797
H -8.624 -4.511 1.656
H -7.020 -3.808 1.849
H -9.223 -3.917 3.980
H -8.806 -2.476 3.072
H -5.691 -3.065 3.454
H -5.712 -2.302 5.032
H -7.110 -1.160 2.555
H -5.600 -0.582 3.256
H -7.111 -0.435 4.161
C 0.474 -5.406 2.084
C 1.960 -5.096 2.032
O 2.297 -3.838 2.585
C 1.976 -3.647 3.950
C 2.659 -4.626 4.889
H -0.096 -4.626 1.577
H 0.268 -6.359 1.597
H 0.105 -5.471 3.109
H 2.284 -5.055 0.992
H 2.541 -5.895 2.510
H 0.890 -3.666 4.094
H 2.305 -2.633 4.184
H 2.349 -5.656 4.705
H 2.413 -4.385 5.924
H 3.742 -4.579 4.768
C 1.381 2.858 -5.773
C 0.794 3.791 -4.727
O 1.655 4.044 -3.634
C 2.897 4.651 -3.941
C 2.777 6.008 -4.611
H 1.668 1.909 -5.319
H 0.647 2.664 -6.556
H 2.267 3.281 -6.247
H -0.097 3.333 -4.295
H 0.471 4.732 -5.188
H 3.511 3.975 -4.547
H 3.409 4.763 -2.985
H 2.286 5.944 -5.582
H 3.766 6.439 -4.771
H 2.195 6.691 -3.990
C 7.158 8.914 -8.429
C 5.731 8.519 -8.088
O 5.553 8.095 -6.749
C 5.874 9.044 -5.748
C 5.055 10.321 -5.827
H 7.841 8.089 -8.224
H 7.232 9.176 -9.484
H 7.494 9.775 -7.849
H 5.436 7.669 -8.703
H 5.038 9.334 -8.327
H 6.946 9.269 -5.764
H 5.672 8.550 -4.797
H 5.233 10.865 -6.755
H 5.312 10.983 -5.000
H 3.989 10.094 -5.775
C -5.092 -6.184 2.571
C -4.569 -6.702 1.241
O -3.192 -7.032 1.251
C -2.796 -8.042 2.161
C -3.471 -9.384 1.932
H -4.520 -5.312 2.893
H -6.140 -5.899 2.476
H -5.023 -6.935 3.359
H -4.675 -5.923 0.486
H -5.166 -7.554 0.898
H -2.945 -7.703 3.193
H -1.720 -8.152 2.023
H -4.550 -9.330 2.078
H -3.078 -10.124 2.631
H -3.290 -9.733 0.915
*
```

## Properties
SMILES string   C[Si](C)(C)OCC[Si@@H](C[C@@H]1CO1)[PH2]=O.CCOCC.CCOCC.CCOCC.CCOCC.CCOCC.CCOCC

Results of the Löwdin charge analysis, in e, for atoms 1 through 4: -0.153, 0.435, -0.140, -0.157

=====

(2)
# C32H82CaN6O11

C32H82CaN6O11 as an isolated structure at a distorted geometry (ωB97M-V/def2-TZVPD, the Open Molecules 2025 dataset).

Structure (ORCA input):
```
! RIJCOSX wB97M-V def2-TZVPD def2/J DEFGRID3
* xyz 0 1
Ca -2.637 4.109 0.474
O -1.204 2.896 -0.946
C -1.090 1.638 -0.294
C -1.147 1.593 1.266
O -2.202 2.335 1.863
H -0.164 1.150 -0.644
H -1.822 0.934 -0.726
H -0.244 2.029 1.730
H -1.063 0.559 1.637
C -0.617 -2.559 -0.545
O -1.363 -3.011 -1.670
C -1.059 -2.276 -2.836
C -1.894 -2.851 -3.977
N -3.288 -2.820 -3.549
C -4.135 -3.712 -4.333
C -5.503 -3.769 -3.716
O -5.385 -4.393 -2.442
C -6.611 -4.465 -1.777
H -0.502 -1.469 -0.526
H 0.372 -3.009 -0.605
H -1.130 -2.790 0.387
H 0.009 -2.383 -3.071
H -1.234 -1.194 -2.770
H -1.478 -3.830 -4.251
H -1.744 -2.198 -4.842
H -3.314 -3.020 -2.560
H -3.698 -4.717 -4.248
H -4.231 -3.420 -5.378
H -6.202 -4.390 -4.291
H -5.929 -2.764 -3.605
H -6.541 -4.868 -0.768
H -7.315 -5.116 -2.312
H -7.083 -3.483 -1.658
C 1.772 -0.931 2.285
O 1.910 -1.565 1.033
C 2.405 -0.676 0.027
C 2.812 -1.381 -1.248
N 3.891 -2.327 -1.047
C 3.573 -3.545 -0.305
C 4.703 -4.548 -0.465
O 4.992 -4.891 -1.798
C 4.009 -5.709 -2.393
H 1.843 -1.722 3.031
H 0.784 -0.486 2.419
H 2.567 -0.203 2.463
H 3.260 -0.131 0.443
H 1.574 0.017 -0.172
H 3.082 -0.576 -1.934
H 1.974 -1.894 -1.736
H 4.277 -2.687 -1.914
H 2.681 -4.063 -0.701
H 3.376 -3.323 0.742
H 4.539 -5.428 0.169
H 5.620 -4.116 -0.052
H 4.421 -6.126 -3.311
H 3.132 -5.143 -2.731
H 3.677 -6.496 -1.713
C 3.898 8.152 -0.540
O 3.075 7.085 -0.934
C 3.583 5.831 -0.524
C 2.653 4.712 -0.935
N 1.489 4.540 -0.049
C 1.798 4.089 1.315
C 2.685 2.870 1.518
O 4.030 3.139 1.127
C 4.845 2.010 1.327
H 3.316 9.064 -0.680
H 4.811 8.242 -1.138
H 4.152 8.091 0.524
H 3.766 5.812 0.557
H 4.567 5.663 -0.982
H 3.269 3.810 -0.947
H 2.291 4.860 -1.953
H 0.879 3.829 -0.454
H 0.819 3.917 1.777
H 2.127 4.954 1.900
H 2.295 2.037 0.916
H 2.707 2.543 2.563
H 4.590 1.410 2.209
H 5.885 2.323 1.309
H 4.703 1.282 0.511
C -4.348 -2.226 2.632
C -4.115 -0.826 2.066
C -5.276 -0.305 1.219
O -5.619 -1.144 0.130
C -4.599 -1.301 -0.860
N -3.864 0.120 3.157
H -4.529 -2.945 1.831
H -5.125 -2.300 3.390
H -3.400 -2.511 3.100
H -3.283 -0.865 1.344
H -5.053 0.688 0.801
H -6.188 -0.276 1.820
H -4.992 -1.838 -1.715
H -3.868 -1.943 -0.364
H -4.187 -0.340 -1.177
H -2.947 -0.085 3.546
H -3.687 1.002 2.667
C 0.489 0.714 5.083
C -1.002 0.565 5.389
C -1.251 0.296 6.858
O -0.760 -1.000 7.183
C -0.862 -1.256 8.560
N -1.640 1.823 5.021
H 0.694 0.939 4.040
H 1.035 -0.197 5.354
H 0.953 1.431 5.764
H -1.411 -0.274 4.810
H -2.319 0.340 7.100
H -0.685 1.007 7.471
H -1.894 -1.251 8.926
H -0.335 -0.512 9.168
H -0.418 -2.234 8.723
H -1.704 2.003 4.026
H -2.544 1.929 5.462
C 1.994 3.371 -5.046
C 1.003 2.547 -4.264
C 1.537 1.543 -3.233
O 2.535 0.635 -3.720
C 2.091 -0.288 -4.652
N -0.002 3.390 -3.622
H 2.606 3.960 -4.351
H 1.508 4.025 -5.762
H 2.722 2.707 -5.521
H 0.489 1.877 -4.971
H 0.740 0.906 -2.830
H 2.025 2.049 -2.392
H 1.259 -0.910 -4.273
H 2.884 -1.000 -4.895
H 1.736 0.117 -5.610
H 0.549 3.912 -2.933
H -0.603 2.878 -2.975
*
```

Results of the Löwdin charge analysis, in e, for atoms 1 through 4: 1.575, -0.480, -0.375, -0.368

=====

(3)
# C32H83N4O21P4

A 10-piece molecular cluster, C32H83N4O21P4 overall at a distorted geometry (ωB97M-V/def2-TZVPD, the Open Molecules 2025 dataset).

Structure (ORCA input):
```
! RIJCOSX wB97M-V def2-TZVPD def2/J DEFGRID3
* xyz -1 1
C -6.648 -7.003 -8.866
C -6.063 -8.421 -8.753
O -6.985 -9.413 -9.071
H -6.628 -6.658 -9.913
H -5.976 -6.306 -8.352
H -7.686 -6.847 -8.577
H -5.855 -8.517 -7.673
H -5.097 -8.462 -9.280
C -1.459 -11.833 -2.320
C -1.863 -12.984 -3.240
C -1.696 -12.730 -4.753
C -2.654 -11.682 -5.343
C -2.165 -11.215 -6.706
C -2.893 -10.013 -7.293
H -1.951 -10.913 -2.650
H -0.385 -11.628 -2.346
H -1.704 -11.938 -1.262
H -1.288 -13.873 -2.979
H -2.928 -13.157 -3.065
H -1.921 -13.689 -5.225
H -0.657 -12.484 -4.984
H -3.646 -12.149 -5.355
H -2.851 -10.874 -4.627
H -1.094 -11.017 -6.685
H -2.362 -12.030 -7.414
H -2.459 -9.702 -8.243
H -3.974 -10.126 -7.394
H -2.784 -9.182 -6.583
C -4.118 -11.857 -10.257
C -4.117 -11.038 -11.532
O -3.308 -11.280 -12.419
N -5.098 -10.117 -11.671
C -5.218 -9.265 -12.824
H -4.909 -11.557 -9.565
H -3.173 -11.625 -9.764
H -4.233 -12.918 -10.454
H -5.730 -9.938 -10.892
H -6.027 -9.533 -13.507
H -4.313 -9.183 -13.421
H -5.412 -8.244 -12.482
C -10.529 -11.231 -7.983
C -10.312 -10.151 -6.956
O -11.067 -10.040 -5.984
N -9.263 -9.344 -7.134
C -9.006 -8.199 -6.316
H -11.571 -11.539 -7.912
H -9.945 -12.125 -7.760
H -10.285 -10.889 -8.989
H -8.671 -9.482 -7.957
H -9.621 -7.304 -6.445
H -7.959 -7.932 -6.474
H -9.096 -8.443 -5.254
C -6.779 -11.824 -6.421
C -7.130 -12.878 -7.462
O -7.305 -14.063 -7.193
N -7.319 -12.401 -8.709
C -7.469 -13.298 -9.833
H -6.347 -10.959 -6.929
H -5.960 -12.285 -5.867
H -7.637 -11.549 -5.814
H -7.261 -11.402 -8.874
H -6.496 -13.671 -10.172
H -7.908 -12.753 -10.662
H -8.001 -14.211 -9.576
C -8.675 -10.541 -12.169
C -9.633 -9.394 -11.940
O -10.533 -9.134 -12.726
N -9.434 -8.801 -10.756
C -10.072 -7.585 -10.329
H -8.395 -10.590 -13.225
H -9.202 -11.492 -12.052
H -7.745 -10.564 -11.607
H -8.747 -9.185 -10.111
H -9.385 -6.733 -10.277
H -10.545 -7.663 -9.349
H -10.805 -7.222 -11.049
C 0.090 -4.456 -10.346
O -1.059 -3.986 -9.639
P -2.495 -3.951 -10.314
O -3.482 -3.297 -9.438
O -2.281 -3.309 -11.764
C -2.064 -1.898 -11.914
O -2.792 -5.483 -10.662
C -4.106 -6.016 -10.655
H 0.356 -5.425 -9.926
H 0.922 -3.770 -10.205
H -0.079 -4.579 -11.415
H -2.807 -1.551 -12.629
H -1.065 -1.713 -12.313
H -2.131 -1.415 -10.938
H -4.418 -6.251 -11.676
H -4.868 -5.322 -10.294
H -4.144 -6.914 -10.041
C -6.304 -5.144 -5.155
O -5.033 -5.758 -4.994
P -4.767 -6.711 -3.737
O -3.382 -7.134 -3.561
O -5.392 -5.903 -2.514
C -5.307 -6.442 -1.195
O -5.842 -7.894 -3.879
C -5.725 -8.850 -4.932
H -6.872 -5.111 -4.221
H -6.960 -5.603 -5.893
H -6.165 -4.090 -5.397
H -4.693 -7.335 -1.071
H -6.334 -6.579 -0.865
H -4.778 -5.714 -0.574
H -5.574 -9.846 -4.511
H -4.814 -8.643 -5.497
H -6.595 -8.894 -5.577
C -9.039 -3.220 -6.464
O -9.013 -2.571 -7.739
P -7.614 -2.154 -8.376
O -7.736 -1.540 -9.697
O -6.945 -1.251 -7.210
C -7.390 0.071 -7.003
O -6.802 -3.519 -8.261
C -5.501 -3.629 -8.889
H -8.087 -3.161 -5.933
H -9.305 -4.265 -6.599
H -9.749 -2.687 -5.834
H -8.142 0.115 -6.210
H -7.745 0.534 -7.928
H -6.536 0.679 -6.688
H -5.164 -2.690 -9.324
H -5.506 -4.412 -9.640
H -4.840 -3.917 -8.074
C -8.235 -5.955 -12.791
O -7.732 -5.253 -13.952
P -7.804 -3.689 -14.096
O -7.206 -3.118 -15.314
O -9.369 -3.389 -13.888
C -9.845 -2.060 -13.727
O -7.188 -3.126 -12.752
C -5.773 -3.112 -12.559
H -8.484 -5.180 -12.066
H -7.483 -6.656 -12.444
H -9.158 -6.456 -13.078
H -10.453 -1.847 -14.611
H -9.045 -1.317 -13.711
H -10.449 -1.970 -12.827
H -5.290 -3.904 -13.129
H -5.617 -3.276 -11.491
H -5.356 -2.130 -12.777
*
```

## Properties
ΔE to the lowest compared entry with this formula, charge and spin   0.0 kcal/mol

Results of the Löwdin charge analysis, in e, for atoms 1 through 4: -0.089, -0.434, -0.359, 0.056

=====

Number 1: energy -2865.206899 Ha, LUMO energy 0.57 eV. Number 2: energy -3101.986585 Ha, LUMO energy -2.08 eV. Number 3: energy -4434.016119 Ha, LUMO energy 1.96 eV.